# 1
Density functional theory data (ωB97M-V with the def2-TZVPD basis set) for a cluster of 2 separate species, C4H11N2O in total at a distorted geometry.

## Properties
orbital gap	7.98	eV
energy relative to the best compared isomer or geometry (same formula, charge and spin)	2.165	eV
calculated total energy	-343.4846	hartree
HOMO	-13.18	eV
charge	+1
molar mass	103.1	g mol⁻¹

Structure (XYZ):
```
18
Properties=species:S:1:pos:R:3:nbo_charge:R:1
C 0.97274 0.35356 0.40603 -0.449
C 2.60411 1.93490 -0.53179 0.124
N 2.31878 0.80857 -0.00314 -0.357
H 1.06408 -0.37017 1.22490 0.274
H 0.49997 -0.16964 -0.43834 0.267
H 0.40433 1.28493 0.53879 0.227
H 1.84903 2.62709 -0.74125 0.228
H 3.66679 2.00652 -0.75139 0.238
H 3.04001 0.14090 0.17964 0.438
C -1.93572 -0.94678 -1.09318 -0.748
C -1.43451 -1.35125 0.28472 0.671
N -1.97651 -0.65253 1.34117 -0.839
O -0.44412 -2.09845 0.41600 -0.647
H -1.86657 0.10311 -1.38353 0.231
H -3.04438 -1.19458 -1.05723 0.252
H -1.45832 -1.61049 -1.79966 0.256
H -1.62565 -0.91678 2.30019 0.428
H -2.63407 0.05111 1.10807 0.406
```

=====

# 2
Density functional theory data (ωB97M-V with the def2-TZVPD basis set) for the molecule C4H6N2O.

## Properties
orbital gap	9.73	eV
energy relative to the best compared isomer or geometry (same formula, charge and spin)	2.160	eV
calculated total energy	-340.7155	hartree
HOMO	-9.10	eV
structure (SMILES)	[H]/N=C1/NCC=C1O
molar mass	98.1	g mol⁻¹

Structure (XYZ):
```
13
Properties=species:S:1:pos:R:3:nbo_charge:R:1
H 2.45696 0.18892 -0.08956 0.347
N 1.82818 0.97232 0.07346 -0.668
C 0.70940 0.55263 0.50192 0.386
N -0.44465 1.36483 0.48497 -0.593
C -1.08791 0.62341 -0.62853 -0.244
C -0.96480 -0.81353 -0.14925 -0.299
C 0.18121 -0.84903 0.53743 0.251
O 0.94751 -1.85082 1.01499 -0.650
H -0.17024 2.29540 0.18083 0.374
H -0.39498 0.75942 -1.47901 0.182
H -2.07279 0.98554 -0.90957 0.208
H -1.58062 -1.63270 -0.50479 0.219
H 0.53864 -2.68948 0.75877 0.486
```

=====

# 3
Density functional theory data (ωB97M-V with the def2-TZVPD basis set) for a structure of composition C31H28BiBrN5O4SSi at a distorted geometry.

## Properties
orbital gap	6.90	eV
energy relative to the best compared isomer or geometry (same formula, charge and spin)	1.201	eV
calculated total energy	-5249.2882	hartree
HOMO	-5.39	eV
charge	-1
molar mass	883.6	g mol⁻¹

Structure (XYZ):
```
72
Properties=species:S:1:pos:R:3:mulliken_charge:R:1
Bi 0.00858 1.35820 0.04858 2.042
O -0.92103 5.49395 1.20653 -0.675
C -0.95143 4.33818 0.77833 0.359
O 0.11264 3.50986 0.87752 -0.642
C -2.18355 3.76747 0.10220 0.496
C -3.32704 4.60408 0.12441 -0.592
C -4.53507 4.12555 -0.36045 -0.685
C -4.51184 2.92009 -1.08594 1.139
C -5.67533 2.39513 -1.76423 -0.776
C -5.68146 1.20874 -2.42325 -0.500
C -4.42798 0.53702 -2.58603 -0.555
C -3.28879 0.99253 -1.96615 -0.030
C -3.24575 2.18088 -1.22879 -0.271
N -2.11751 2.60933 -0.57754 -0.284
H -3.19358 5.61590 0.59027 0.404
H -5.41265 4.73744 -0.22888 0.437
H -6.55639 3.04242 -1.81591 0.318
H -6.63028 0.79389 -2.77644 0.389
H -4.31383 -0.39020 -3.23538 0.402
H -2.38743 0.36176 -2.02939 0.174
C 4.43941 0.10880 3.62866 -1.125
Si 4.37470 -1.59213 2.83828 0.500
C 5.81692 -2.03189 1.75118 -1.193
C 4.28875 -3.01473 4.09384 -1.134
C 2.75055 -1.66847 1.80071 0.216
C 2.75113 -2.88824 1.09248 -0.560
C 1.61489 -3.19986 0.28528 -1.041
C 0.61110 -2.23660 0.11015 -0.367
N 0.52680 -1.14472 0.87046 -0.313
C 1.60817 -0.80610 1.67352 0.886
S 1.50187 0.78496 2.36665 -0.574
H 5.42327 0.28963 4.08346 0.331
H 3.69162 0.30018 4.41318 0.316
H 4.35665 0.92196 2.84310 0.312
H 6.53669 -2.58751 2.36688 0.361
H 6.38360 -1.14388 1.42059 0.349
H 5.68001 -2.59924 0.84270 0.382
H 4.90335 -2.76344 4.99600 0.327
H 4.65267 -3.94468 3.65298 0.307
H 3.23396 -3.19583 4.37732 0.326
H 3.51852 -3.60878 1.27561 0.339
H 1.49483 -4.16066 -0.16569 0.417
H -0.18862 -2.44780 -0.59942 0.425
N -3.75397 -3.18809 4.06983 -0.478
C -3.20198 -2.05229 3.62902 1.195
C -2.32846 -1.26457 4.41239 -0.663
C -1.75107 -0.13772 3.88993 -0.463
N -2.12995 0.31512 2.71387 -0.244
C -3.04410 -0.30643 1.95057 -0.146
C -3.57136 -1.54497 2.35202 -0.809
H -3.61330 -3.51241 5.02529 0.185
H -4.38736 -3.74353 3.53623 0.182
H -2.15726 -1.54998 5.45176 0.290
H -0.85983 0.32813 4.33501 0.368
H -3.23358 0.16564 0.98079 0.248
H -4.17797 -2.01564 1.63666 0.382
Br 4.48792 0.53008 -7.65001 -0.241
C 3.02025 0.38779 -6.43906 0.163
C 3.30780 0.26337 -5.06101 -0.637
C 2.24493 0.10088 -4.14050 0.106
C 0.91713 0.07242 -4.56457 0.220
C 0.67189 0.35915 -5.92702 -0.267
C 1.69649 0.51418 -6.88049 -0.454
C -0.24280 -0.19913 -3.65335 -0.093
O -1.26617 -0.65848 -4.22110 -0.737
O -0.11023 -0.10257 -2.39549 -0.498
H 4.32368 0.33961 -4.66032 0.397
H 2.43291 -0.07509 -3.06817 0.341
H -0.36133 0.52242 -6.30848 0.310
H 1.49775 0.55313 -7.96421 0.338
N 2.92138 2.34866 -1.61402 -0.635
C 1.93747 1.97716 -1.10294 0.004
```

=====

# 4
Density functional theory data (ωB97M-V with the def2-TZVPD basis set) for a cluster of 2 separate species, C7H17NO in total at a distorted geometry.

## Properties
orbital gap	10.55	eV
energy relative to the best compared isomer or geometry (same formula, charge and spin)	4.914	eV
calculated total energy	-406.7498	hartree
HOMO	-9.90	eV
structure (SMILES)	CC(N)=O.CCCCC
molar mass	131.2	g mol⁻¹

Structure (XYZ):
```
26
Properties=species:S:1:pos:R:3:nbo_charge:R:1
C 1.03952 0.81357 2.10500 -0.732
C 0.49834 -0.57385 2.10236 0.659
N -0.95872 -0.56540 2.23000 -0.899
O 1.31660 -1.55895 1.97916 -0.603
H 0.35617 1.37078 2.79524 0.216
H 0.62445 1.21429 0.97233 0.245
H 2.25535 0.91390 2.04318 0.280
H -1.66971 -1.35153 2.26170 0.432
H -1.10340 0.33116 2.86010 0.393
C 1.63110 1.75407 -1.58331 -0.622
C 1.11506 0.23991 -1.67325 -0.383
C -0.35440 0.27499 -1.30266 -0.428
C -0.66926 -1.12577 -0.96807 -0.409
C -2.14805 -1.37840 -0.49439 -0.576
H 1.14370 2.46146 -2.45145 0.207
H 1.12920 2.13801 -0.61674 0.188
H 2.75872 1.77927 -1.29743 0.221
H 1.62052 -0.06492 -0.60386 0.190
H 1.45040 -0.40353 -2.43949 0.221
H -0.65484 0.84310 -0.52105 0.198
H -0.90799 0.88348 -2.08358 0.203
H -0.16110 -1.52332 -0.08100 0.225
H -0.70395 -1.80900 -1.82374 0.207
H -3.02152 -1.10469 -1.27682 0.193
H -2.32994 -2.51531 -0.53876 0.198
H -2.25624 -1.04334 0.40654 0.175
```